Entry 1:
{"formula": "C33H42N9O2S", "method": "wB97M-V/def2-TZVPD", "elements": ["O", "N", "O", "C", "S", "H", "H", "N", "C", "C", "C", "C", "H", "H", "H", "H", "H", "N", "C", "C", "C", "C", "H", "H", "H", "H", "H", "N", "C", "C", "C", "C", "H", "H", "H", "H", "H", "N", "C", "C", "C", "C", "H", "H", "H", "H", "H", "N", "C", "C", "C", "C", "H", "H", "H", "H", "H", "N", "C", "C", "C", "C", "H", "H", "H", "H", "H", "N", "C", "C", "C", "C", "H", "H", "H", "H", "H", "N", "C", "C", "C", "C", "H", "H", "H", "H", "H"], "xyz": [[-0.2949, -4.1869, 3.1596], [0.0379, -3.0960, 2.9571], [-1.0166, -2.2692, 2.5308], [-2.0475, -2.1812, 3.6025], [-3.6201, -2.4063, 2.8394], [-1.9997, -1.1538, 3.9195], [-3.9803, -3.6180, 3.2942], [-5.4260, -3.0748, 0.1804], [-5.2245, -3.7255, -0.9982], [-6.4257, -3.7935, -1.6603], [-7.3907, -3.1581, -0.8302], [-6.7363, -2.7236, 0.2961], [-4.6976, -2.8728, 0.8610], [-4.2435, -4.0774, -1.2707], [-6.5915, -4.2429, -2.6259], [-8.4396, -3.0266, -1.0393], [-7.0895, -2.1906, 1.1616], [-2.6845, -1.2692, -1.4680], [-3.2541, -1.3445, -2.7078], [-2.4152, -0.7187, -3.5921], [-1.2925, -0.2528, -2.8525], [-1.4910, -0.6109, -1.5450], [-3.0835, -1.6413, -0.6224], [-4.2026, -1.8337, -2.8510], [-2.5872, -0.6071, -4.6496], [-0.4388, 0.2816, -3.2346], [-0.8879, -0.4552, -0.6671], [-2.2876, -0.8659, -7.7916], [-2.5315, -2.1056, -7.2704], [-3.0804, -2.8753, -8.2599], [-3.1691, -2.0656, -9.4259], [-2.6717, -0.8317, -9.1040], [-1.8887, -0.0968, -7.2851], [-2.2929, -2.3316, -6.2453], [-3.3850, -3.9031, -8.1600], [-3.5549, -2.3562, -10.3885], [-2.5588, 0.0623, -9.6922], [-7.6326, -0.1643, -2.5929], [-7.3822, 1.1764, -2.5377], [-8.5785, 1.8344, -2.6508], [-9.5916, 0.8459, -2.7780], [-8.9734, -0.3760, -2.7360], [-6.9392, -0.8906, -2.5302], [-6.3781, 1.5464, -2.4218], [-8.7123, 2.9030, -2.6415], [-10.6505, 1.0123, -2.8848], [-9.3722, -1.3736, -2.7942], [3.7432, -1.7008, 3.3820], [4.8443, -0.9963, 3.7793], [4.4529, 0.2975, 4.0056], [3.0557, 0.3680, 3.7362], [2.6519, -0.8843, 3.3538], [3.7312, -2.6761, 3.1433], [5.8059, -1.4724, 3.8674], [5.0923, 1.1007, 4.3287], [2.4208, 1.2346, 3.8131], [1.6883, -1.2670, 3.0633], [7.9883, 0.6486, 4.9935], [8.9037, 1.5306, 5.5024], [9.9962, 1.5239, 4.6788], [9.7293, 0.6031, 3.6296], [8.4833, 0.0829, 3.8497], [7.0900, 0.4487, 5.3969], [8.6993, 2.0835, 6.4032], [10.8873, 2.1135, 4.8119], [10.3768, 0.3549, 2.8060], [7.9084, -0.6351, 3.2924], [5.5255, 3.9513, 4.3344], [4.2465, 4.2047, 3.9149], [4.1937, 5.5085, 3.5047], [5.4915, 6.0622, 3.6794], [6.2902, 5.0759, 4.1902], [5.8557, 3.0738, 4.6897], [3.4908, 3.4394, 3.9420], [3.3227, 6.0093, 3.1180], [5.8022, 7.0679, 3.4521], [7.3321, 5.0755, 4.4606], [3.3722, 1.3403, 0.6137], [2.1255, 1.8727, 0.4578], [2.0659, 2.4507, -0.7833], [3.3305, 2.2540, -1.4009], [4.1123, 1.5636, -0.5121], [3.6911, 0.8553, 1.4369], [1.3881, 1.7925, 1.2378], [1.2110, 2.9544, -1.2020], [3.6301, 2.5796, -2.3830], [5.1278, 1.2145, -0.5850]], "atomic_forces_ev_per_a": [[-0.1, -1.4, 0.6], [0.1, 0.9, -1.1], [0.7, 0.6, 0.7], [-0.2, -0.6, -0.4], [-0.3, 0.1, 0.1], [-0.1, 0.6, 0.0], [0.0, -0.2, 0.0], [0.1, 0.0, -0.1], [0.0, 0.0, -0.1], [0.0, 0.0, 0.0], [0.0, 0.0, -0.1], [0.0, 0.0, 0.0], [0.0, 0.0, 0.2], [0.0, 0.0, 0.0], [0.0, 0.0, 0.0], [0.0, 0.0, 0.0], [0.0, 0.0, 0.0], [0.0, 0.0, 0.0], [-0.1, 0.0, 0.1], [0.1, 0.0, 0.0], [0.0, 0.0, -0.1], [0.0, 0.0, 0.1], [0.0, 0.0, 0.0], [0.0, 0.0, 0.0], [-0.1, 0.0, 0.0], [0.0, 0.0, 0.0], [0.0, 0.0, 0.0], [0.0, 0.0, 0.0], [0.0, 0.0, 0.1], [0.0, 0.0, -0.1], [0.0, 0.0, 0.0], [0.0, 0.0, 0.0], [0.0, 0.0, 0.0], [0.0, 0.0, 0.0], [0.0, 0.0, 0.0], [0.0, 0.0, 0.0], [0.0, 0.0, 0.0], [0.0, 0.0, -0.1], [0.1, 0.0, 0.0], [0.0, 0.0, 0.0], [0.0, 0.0, 0.0], [0.0, 0.0, 0.0], [0.0, 0.0, 0.1], [0.0, 0.0, 0.0], [0.0, 0.0, 0.0], [0.0, 0.0, 0.0], [0.0, 0.0, 0.0], [0.0, 0.0, 0.0], [0.1, -0.1, 0.0], [-0.1, 0.0, 0.0], [0.1, 0.0, 0.1], [-0.1, 0.0, -0.1], [-0.1, 0.0, 0.0], [0.0, 0.0, 0.0], [0.0, 0.0, 0.0], [0.0, 0.0, 0.0], [-0.1, 0.0, 0.0], [0.0, 0.1, 0.0], [-0.1, 0.0, 0.1], [0.0, 0.0, 0.0], [0.0, 0.0, 0.0], [0.0, 0.0, 0.1], [0.0, -0.1, 0.0], [0.0, 0.0, 0.0], [0.0, 0.0, 0.0], [0.0, 0.0, 0.0], [0.0, 0.0, 0.0], [-0.1, 0.0, 0.0], [0.1, 0.0, 0.1], [0.0, 0.0, 0.0], [0.0, 0.0, 0.0], [0.0, -0.1, 0.1], [0.0, 0.0, 0.0], [0.0, 0.0, 0.0], [0.0, 0.0, 0.0], [0.0, 0.0, 0.0], [0.0, 0.0, 0.0], [0.1, 0.0, -0.1], [0.0, 0.0, 0.0], [0.0, 0.0, 0.0], [0.0, 0.0, 0.0], [0.0, 0.0, 0.1], [-0.1, 0.0, 0.0], [0.0, 0.0, 0.0], [0.0, 0.0, 0.0], [0.0, 0.0, 0.0], [0.0, 0.0, 0.0]], "mulliken_charge": [-0.3506, 0.1111, -0.0563, -0.6381, -0.1625, 0.1208, 0.0969, 0.2626, -0.7594, -0.4215, -0.7730, -0.3763, 0.0222, 0.5209, 0.4179, 0.5201, 0.4111, 0.2400, -0.7506, -0.4912, -0.6237, -0.6916, 0.1758, 0.4187, 0.6378, 0.4455, 0.6191, 0.0275, -0.4125, -0.4993, -0.3705, -0.5178, 0.2169, 0.4202, 0.3944, 0.3820, 0.3699, 0.1219, -0.4026, -0.5288, -0.4616, -0.4592, 0.1921, 0.3961, 0.3846, 0.3919, 0.3575, 0.1047, -0.7296, 1.2437, -1.2280, -0.6378, 0.1862, 0.3518, -0.3301, 0.5216, 0.5742, 0.0372, -0.5408, -0.4330, -0.5233, -0.2585, 0.2517, 0.4060, 0.4141, 0.4057, 0.2545, 0.0858, -0.1981, -0.5315, -0.4644, -0.4800, 0.1998, 0.2058, 0.3950, 0.3902, 0.3794, 0.2235, -0.3116, -0.6820, -0.5170, -0.5611, 0.2094, 0.4394, 0.4375, 0.3927, 0.3884], "total_energy_ha": -2323.97431, "total_charge": -1, "fmax_ev_per_a": 1.53}



Entry 2:
{"formula": "C33H43BN8RuS3", "method": "wB97M-V/def2-TZVPD", "elements": ["Ru", "C", "C", "C", "C", "N", "C", "C", "N", "B", "N", "C", "C", "N", "C", "S", "C", "C", "C", "C", "N", "C", "C", "N", "C", "S", "C", "C", "C", "C", "C", "S", "H", "H", "H", "H", "H", "H", "H", "H", "H", "H", "H", "H", "H", "H", "H", "H", "H", "H", "H", "H", "H", "H", "H", "H", "H", "H", "H", "H", "H", "H", "H", "H", "H", "H", "C", "C", "C", "C", "C", "C", "N", "N", "C", "C", "C", "C", "C", "C", "H", "H", "H", "H", "H", "H", "H", "H", "H"], "xyz": [[-0.0778, -0.3201, -1.1760], [5.1493, 0.3190, -1.6293], [4.6084, -1.0882, -1.3799], [5.7861, -2.0522, -1.2792], [3.6833, -1.5613, -2.5015], [3.8614, -1.1160, -0.0777], [4.1617, -1.9639, 0.9713], [3.2537, -1.7398, 1.9420], [2.3875, -0.7666, 1.5003], [1.1620, -0.4233, 2.3805], [0.1088, -1.5583, 2.3729], [-0.6397, -1.7697, 3.5067], [-1.5099, -2.7604, 3.2472], [-1.3030, -3.1692, 1.9424], [-0.3157, -2.4040, 1.4156], [0.3136, -2.4402, -0.2060], [-2.1565, -4.2838, 1.3991], [-1.7771, -4.7256, -0.0051], [-3.5975, -3.7714, 1.3852], [-1.9967, -5.4807, 2.3395], [0.4725, 0.9648, 2.1527], [0.9222, 2.0462, 2.8722], [0.0001, 3.0231, 2.7832], [-1.0329, 2.5568, 1.9932], [-0.7018, 1.3036, 1.5838], [-1.6066, 0.3022, 0.4775], [-2.3069, 3.3692, 1.9112], [-2.7564, 3.6092, 3.3565], [-3.4384, 2.6670, 1.1744], [-1.9949, 4.6914, 1.2194], [2.7650, -0.4054, 0.2665], [1.9486, 0.8170, -0.6581], [5.7598, 0.3068, -2.5318], [5.7773, 0.6396, -0.7973], [4.3527, 1.0430, -1.7685], [6.3315, -2.0088, -2.2201], [5.4614, -3.0824, -1.1338], [6.4772, -1.7724, -0.4838], [4.2494, -1.6030, -3.4316], [2.8479, -0.8807, -2.6478], [3.2991, -2.5593, -2.2862], [4.9968, -2.6350, 0.9543], [3.1513, -2.1865, 2.9135], [1.5764, -0.3719, 3.5069], [-0.4734, -1.2031, 4.4044], [-2.2485, -3.2122, 3.8790], [-1.9575, -3.9448, -0.7360], [-2.4111, -5.5793, -0.2457], [-0.7385, -5.0407, -0.0758], [-3.6776, -2.8846, 0.7556], [-3.9551, -3.5219, 2.3834], [-4.2507, -4.5435, 0.9795], [-0.9549, -5.7990, 2.3821], [-2.5919, -6.3092, 1.9580], [-2.3368, -5.2717, 3.3519], [1.8480, 2.0120, 3.4160], [-0.0185, 3.9983, 3.2300], [-2.8491, 2.6661, 3.8957], [-3.7316, 4.0933, 3.3451], [-2.0754, 4.2584, 3.9037], [-3.6820, 1.7022, 1.6165], [-3.2254, 2.5290, 0.1198], [-4.3154, 3.3079, 1.2647], [-1.1589, 5.2115, 1.6866], [-2.8701, 5.3366, 1.2903], [-1.7642, 4.5413, 0.1662], [1.2593, 5.4538, -1.6095], [0.7964, 5.4751, -2.9198], [0.0297, 4.4257, -3.3977], [-0.2501, 3.3470, -2.5628], [0.1811, 3.3366, -1.2421], [0.9444, 4.3913, -0.7720], [-0.9925, 2.2906, -3.1591], [-0.7973, 1.1518, -2.7084], [-1.5078, 0.0763, -3.3515], [-2.3936, 0.1480, -4.4144], [-2.9418, -1.0547, -4.8319], [-2.6015, -2.2592, -4.2064], [-1.7212, -2.2936, -3.1333], [-1.1610, -1.0981, -2.6946], [1.8598, 6.2732, -1.2381], [1.0299, 6.3098, -3.5658], [-0.3442, 4.4151, -4.4122], [-0.0959, 2.5155, -0.5948], [1.2949, 4.3810, 0.2521], [-2.6457, 1.0884, -4.8821], [-3.6448, -1.0642, -5.6534], [-3.0428, -3.1801, -4.5644], [-1.4699, -3.2347, -2.6631]], "atomic_forces_ev_per_a": [[0.9, -0.2, 0.2], [0.0, 0.0, 0.0], [0.0, 0.0, 0.0], [0.0, 0.0, 0.0], [0.0, 0.1, 0.0], [-0.1, 0.0, 0.0], [0.0, 0.0, 0.1], [0.1, -0.1, 0.0], [0.0, 0.0, 0.0], [0.0, 0.0, -0.1], [0.0, 0.0, 0.0], [-0.1, -0.1, 0.1], [0.0, 0.1, 0.1], [0.1, 0.0, 0.0], [-0.1, 0.0, -0.1], [-0.1, 0.2, 0.0], [0.0, 0.0, 0.0], [0.0, 0.0, 0.0], [0.0, 0.0, 0.0], [0.0, 0.0, 0.0], [-0.1, 0.1, 0.0], [0.0, 0.1, 0.0], [0.1, 0.0, 0.0], [0.1, -0.1, 0.0], [-0.1, -0.1, 0.0], [-0.1, -0.1, -0.2], [0.0, 0.0, 0.0], [0.0, 0.0, 0.0], [0.0, 0.0, 0.0], [0.0, 0.0, 0.0], [0.0, 0.1, -0.1], [-0.1, -0.3, -0.2], [0.0, 0.0, 0.0], [0.0, 0.0, 0.0], [0.0, 0.0, 0.0], [0.0, 0.0, 0.0], [0.0, 0.0, 0.0], [0.0, 0.0, 0.0], [0.0, 0.0, 0.0], [0.0, 0.0, 0.0], [0.0, 0.0, 0.0], [0.0, 0.0, 0.0], [0.0, 0.0, 0.0], [0.0, 0.0, 0.0], [0.0, 0.0, 0.0], [0.0, 0.0, 0.0], [0.0, 0.0, 0.0], [0.0, 0.0, 0.0], [0.0, 0.0, 0.0], [0.0, 0.0, 0.0], [0.0, 0.0, 0.0], [0.0, 0.0, 0.0], [0.0, 0.0, 0.0], [0.0, 0.0, 0.0], [0.0, 0.0, 0.0], [0.0, 0.0, 0.0], [0.0, 0.0, 0.0], [0.0, 0.0, 0.0], [0.0, 0.0, 0.0], [0.0, 0.0, 0.0], [0.0, 0.0, 0.0], [0.0, 0.0, -0.1], [0.0, 0.0, 0.0], [0.0, 0.0, 0.0], [0.0, 0.0, 0.0], [0.0, 0.0, 0.0], [0.0, 0.0, 0.0], [0.0, 0.0, 0.0], [0.0, 0.0, 0.1], [-0.1, 0.0, 0.0], [-0.1, 0.0, 0.0], [0.0, 0.0, 0.0], [0.5, -0.3, 0.1], [-0.9, 0.0, 0.0], [0.2, 0.3, 0.0], [0.1, -0.1, 0.0], [0.0, -0.1, 0.0], [0.0, 0.1, -0.1], [0.1, 0.0, -0.1], [-0.4, 0.3, 0.4], [0.0, 0.0, 0.0], [0.0, 0.0, 0.0], [0.0, 0.0, 0.0], [0.0, 0.1, -0.1], [0.0, 0.0, 0.0], [0.0, 0.0, 0.0], [0.0, 0.0, 0.0], [0.0, 0.0, 0.0], [0.0, 0.0, 0.0]], "mulliken_spin": [0.8379, 0.0027, 0.0011, -0.0006, -0.0019, 0.0057, 0.0104, 0.0051, 0.0286, 0.0142, -0.0048, -0.0015, 0.0021, 0.0013, -0.0025, 0.0179, -0.0035, 0.0102, 0.0004, 0.0000, -0.0159, 0.0025, -0.0033, 0.0017, 0.0207, -0.0250, -0.0017, -0.0001, 0.0058, -0.0001, -0.0258, 0.1092, -0.0004, 0.0002, 0.0015, 0.0001, 0.0000, 0.0000, -0.0007, -0.0019, 0.0006, 0.0026, 0.0015, 0.0000, -0.0002, -0.0001, -0.0035, -0.0005, 0.0001, -0.0003, -0.0001, -0.0001, -0.0001, 0.0000, 0.0000, 0.0001, -0.0001, 0.0000, 0.0001, 0.0000, 0.0000, -0.0011, -0.0002, 0.0001, -0.0001, 0.0000, 0.0042, -0.0019, 0.0046, -0.0060, 0.0155, -0.0070, 0.0119, -0.0439, 0.0546, -0.0097, 0.0289, -0.0155, 0.0343, -0.0543, 0.0002, 0.0000, 0.0002, -0.0132, -0.0007, -0.0002, 0.0020, 0.0001, 0.0076], "total_energy_ha": -3035.57756, "total_charge": 1, "s2": 0.76, "fmax_ev_per_a": 0.92, "multiplicity": 2}